233
Properties=species:S:1:pos:R:3:forces:R:3:lowdin_charge:R:1 method="wB97M-V/def2-TZVPD" multiplicity=1 max_force_ev_per_a=3.47 e_lumo_ev=0.2 smiles="CN(C)P(=O)(N(C)C)N(C)C.CN(C)P(=O)(N(C)C)N(C)C.CN(C)P(=O)(N(C)C)N(C)C.CN(C)P(=O)(N(C)C)N(C)C.CN(C)P(=O)(N(C)C)N(C)C.CN(C)P(=O)(N(C)C)N(C)C.CN(C)P(=O)(N(C)C)N(C)C.CCOC(C)=O.ClCCCl.ClCCCl" orbital_gap_ev=8.31 e_tot_ha=-8047.81911
N -7.34826 -1.47410 -4.01145 1.148 -0.285 0.836 -0.3225
H -5.06158 4.57191 3.30829 -0.319 -0.056 -0.302 0.0770
N -5.68258 0.33389 -4.75492 -0.031 0.627 -0.749 -0.2937
O 4.73876 4.48977 -2.73690 0.413 0.823 0.877 -0.3096
H -8.97806 -1.08430 -5.07784 -0.787 0.728 -0.655 0.0790
H -5.38124 6.28648 -1.46668 0.634 -0.620 0.868 0.0873
C 1.39445 -7.03051 7.12024 -0.458 -0.369 -0.704 -0.0931
H -6.16407 -5.72138 2.65107 -0.022 -0.162 -0.302 0.0765
H 2.05826 6.34007 -3.17743 0.758 0.732 0.274 0.0995
C 0.73368 1.11994 -1.35858 0.570 -1.402 1.571 -0.1138
H 6.34879 1.16421 2.22149 0.478 -0.246 1.204 0.0807
C -0.90479 -5.57661 3.20701 0.360 -0.170 0.018 -0.1274
H 1.42957 4.06644 0.98840 -0.914 -0.506 0.091 0.0735
H -4.21714 -1.59907 -0.27617 -0.576 0.457 0.425 0.0614
H 7.38968 8.23134 -2.30867 -0.121 0.568 0.035 0.0813
H -1.67837 -5.44712 4.00534 0.643 0.337 -0.745 0.0898
H -2.02343 -2.01591 -0.71470 0.129 -0.827 0.084 0.0949
H -1.85603 -5.35328 -0.05649 0.306 0.679 -0.059 0.0786
C 6.98140 5.97347 -3.67620 -0.385 0.369 -0.197 -0.0863
O -1.96201 1.36522 1.64705 1.019 -0.221 -0.887 -0.2785
H -0.03922 3.61026 0.00578 0.608 -0.248 0.915 0.0875
N -4.99107 -4.22144 1.75228 0.047 1.396 -1.699 -0.2809
C 1.22839 -1.03492 1.23105 -0.472 1.272 0.267 -0.1346
H -0.52263 -8.87901 3.55551 0.915 -0.687 -0.309 0.0510
H -8.07876 2.19611 0.26160 -0.021 -0.198 0.687 0.0746
C 3.36743 -3.30498 -2.23559 0.775 0.537 -1.555 -0.7164
C -1.69974 1.22873 -1.41655 -0.716 1.761 0.742 -0.0860
H 5.72635 -1.38321 1.23985 -0.356 0.391 0.775 0.0420
N -6.24185 3.61405 1.75616 0.652 1.524 0.818 -0.2795
C 6.60176 0.73225 3.23940 -1.070 -1.518 -0.658 -0.0736
C 0.43007 3.54934 1.03036 -0.087 0.498 -0.914 -0.0989
C -1.58758 4.21012 -4.90895 1.141 -0.133 0.738 -0.0556
H -4.78795 -5.13598 3.59309 0.147 -0.159 -0.158 0.0683
H -4.88295 2.55715 2.88107 0.124 -0.346 0.924 0.0592
H 5.56806 1.37589 -4.09445 -0.592 -0.693 0.330 0.0921
C 1.76429 4.84465 -6.15608 0.562 -0.226 -0.584 -0.5357
N 6.68284 -0.77348 3.05595 -0.771 2.081 0.491 -0.3054
H 3.28222 -5.19296 5.41202 0.716 -0.710 -1.052 0.0866
H -6.80362 4.70120 3.55984 -0.198 -0.420 0.055 0.0734
H -6.87991 2.00121 -4.48155 -0.169 0.043 -0.126 0.0806
H -3.86605 3.33982 1.25862 0.576 0.448 -1.283 0.0754
C 7.70229 -4.32242 3.03134 -1.960 -0.408 -0.037 -0.1216
H 4.46110 -3.31752 -2.49423 -1.043 -0.330 0.366 0.0771
H 5.96098 8.37426 -3.42352 0.290 0.972 0.632 0.0877
H -0.25738 4.12134 1.68441 0.418 -0.240 0.013 0.0862
P -5.76199 -1.13048 -4.01000 1.568 0.381 0.767 0.4876
H -8.74387 -0.61657 -2.76868 -0.388 1.139 0.250 0.0800
O 1.66212 -8.27921 4.47395 0.335 -2.126 0.348 -0.2789
N 5.42482 5.32487 -0.37267 -0.810 -0.403 -0.051 -0.3047
C -4.48166 1.11106 -5.04857 0.222 -2.879 0.241 -0.0727
H -0.81674 -3.13366 0.10009 -0.245 0.336 -0.057 0.0833
H -7.59967 -1.59933 -6.09509 -0.059 -0.031 -0.024 0.0860
H 1.50631 1.61155 -0.78955 0.429 0.244 0.255 0.0608
P 7.87229 -1.67347 3.77252 1.793 2.112 -1.605 0.5255
H 7.54376 1.08473 3.63712 0.084 0.184 -0.066 0.0585
H -1.68219 -7.92992 4.33742 0.177 0.337 -0.110 0.0836
H 8.06140 6.19920 -3.56175 -0.642 0.173 -0.356 0.0895
H -3.98210 -2.41051 -6.77137 0.213 -0.446 -0.294 0.0822
H -1.88578 3.83053 -5.86200 -0.651 -0.477 -0.453 0.0621
H 8.59669 -4.89316 3.17887 0.988 -0.048 -0.080 0.0696
C 0.65890 -4.96231 6.22552 0.412 0.740 0.067 -0.1404
C -8.13708 -1.74088 -5.16326 0.001 0.532 0.209 -0.0993
C 4.72663 1.00082 -2.13965 0.084 -2.178 -0.390 -0.5675
H -4.19547 0.04284 0.48604 0.313 -0.453 -0.083 0.0705
N 0.59422 2.16122 1.45321 -0.133 0.469 -1.122 -0.3256
H 3.76123 4.25416 0.43521 0.498 -0.303 -0.098 0.0658
H 6.08904 -2.71068 6.60314 -0.564 -1.474 1.410 0.0613
O 2.40265 3.88634 -5.79074 -0.617 0.527 0.026 0.0938
H -1.96146 3.61763 -4.04475 0.001 0.206 -0.770 0.0707
H -7.43424 0.89997 -0.79306 -0.092 -1.548 0.109 0.0466
Cl 3.21514 -2.86167 -0.53824 -0.011 -0.226 0.266 0.6144
C 2.93963 7.05178 -3.07410 -0.524 -1.696 0.123 -0.1092
H 0.96513 2.56836 3.43656 0.140 0.373 0.285 0.0855
N -4.66067 4.72413 -0.13975 0.166 0.596 -0.632 -0.2939
C 2.63246 -4.55121 -2.67847 0.664 -1.042 1.137 -0.6487
N 3.71526 6.74911 -1.86971 -1.029 0.568 0.814 -0.2848
C 4.73487 0.78082 -3.64304 1.832 0.942 -0.014 -0.6513
H -1.96770 5.22202 -4.82480 0.103 0.233 0.153 0.0716
H 8.32297 -1.52746 1.28127 -0.178 -0.754 -0.454 0.0862
C -4.41687 5.86745 -1.06287 -1.673 0.015 0.261 -0.0801
N -4.95554 -2.10410 -5.04054 -0.246 -0.565 0.465 -0.3174
H 4.83594 3.34016 -0.74218 -0.258 0.800 0.944 0.0482
H 6.30070 7.11480 0.05697 0.135 1.151 -0.045 0.0433
H 2.94688 -2.48980 -2.82692 0.143 0.141 0.226 0.0219
H 3.51784 6.84544 -3.95008 0.568 0.142 -0.608 0.0600
C -1.77848 -2.60425 0.20231 -0.119 0.111 -0.683 -0.1005
H 3.49516 -6.72985 2.11386 -0.254 -0.069 -0.686 0.0891
C -5.87150 -3.94883 0.55893 1.197 -0.813 0.854 -0.0750
H 1.24751 0.92458 2.97706 0.414 0.840 -0.414 0.0774
H 7.42457 -2.95478 0.57574 -0.044 0.054 0.153 0.0785
H 7.09734 -4.83930 2.25087 0.373 0.194 0.375 0.0932
H 6.52160 6.28412 -4.65990 0.915 -0.062 0.753 0.1000
H 0.99070 -1.86810 0.57722 0.053 -0.172 0.000 0.0135
H -0.33779 -5.06469 6.56154 -1.208 0.150 1.062 0.0744
C -2.79362 -4.77764 -0.10167 -0.206 -0.924 -0.985 -0.1342
C 2.58597 -6.12308 2.21157 -1.561 -2.997 0.801 -0.1015
H -5.70508 3.11864 -2.65405 -0.097 -0.258 1.077 0.1051
O -7.21117 4.90358 -0.35786 -0.017 0.125 -0.093 -0.2914
N -0.13013 -6.79717 3.41121 0.703 0.228 0.440 -0.3002
C -6.83146 1.09478 -5.09945 -0.610 1.378 -0.747 -0.1231
C -7.50065 1.93109 -0.60256 -0.532 1.664 -1.441 -0.1127
H -6.81574 1.43512 -6.17734 0.105 -0.387 0.893 0.1084
H 5.25446 -2.28999 2.67218 -0.063 0.106 0.077 0.0657
H 7.11877 -4.37129 3.95522 0.131 -0.279 -0.057 0.0671
N -6.14259 2.46522 -0.55978 -0.226 0.970 -0.113 -0.2838
H 6.86279 4.89182 -3.62847 -0.025 0.125 0.090 0.0639
H -1.73372 -1.83844 0.94264 0.411 0.320 0.472 0.0263
Cl 6.15728 0.22857 -1.24059 -0.977 0.785 -0.726 0.4959
H 3.82563 0.52177 -1.73278 0.363 0.312 0.234 0.0578
H 0.25239 4.34382 -3.87164 0.904 0.331 0.481 0.1031
H 0.61923 1.66234 -2.26684 -0.246 0.215 -0.809 0.0655
C -0.03789 4.14031 -4.88040 -2.215 -0.671 -0.685 -0.2261
C 2.79572 6.74138 -0.71202 1.209 1.489 -0.668 -0.0944
H 3.83645 1.22000 -4.00358 -0.870 0.279 -0.401 0.0583
H -5.38167 -0.80231 3.22271 -0.497 0.075 0.391 0.0782
O 9.13478 -0.81966 3.91814 -2.105 -1.802 -0.375 -0.3271
H -3.98284 0.19448 2.88780 0.380 1.457 -0.248 0.0313
C -4.47086 -3.35173 -4.50204 0.616 -0.702 -0.658 -0.1013
H 5.38921 -1.93247 5.27465 -0.281 0.411 -0.246 0.0767
H -6.20508 -4.16775 3.48945 -0.151 -0.087 -0.205 0.0833
H -0.22412 -0.80676 3.87405 0.282 0.331 -0.443 0.0923
N -0.48435 1.08692 -0.57377 -2.072 0.435 -0.505 -0.2676
H 2.97532 -4.87947 -3.66579 -0.173 0.294 0.161 0.0772
C 1.36259 1.97502 2.61424 0.630 -0.851 2.045 -0.1356
C 3.57627 -5.40990 4.34396 -1.678 0.975 -0.039 -0.0706
N 7.41727 -2.34476 5.19079 1.036 -0.459 0.375 -0.3184
H 0.42632 -7.11778 7.65390 0.481 -0.369 -0.096 0.0895
H 2.56159 8.06497 -3.08311 0.030 0.332 0.106 0.0789
H 3.68429 -4.40774 3.88985 0.609 -0.314 0.146 0.0709
H -3.71858 0.36500 -5.28557 0.437 0.377 0.104 0.0893
H 1.77354 -1.40185 2.13020 0.127 0.299 -0.778 0.0914
C -0.66993 -1.00612 2.87955 0.988 -0.810 0.327 -0.1210
H 1.81945 -7.99086 6.80178 -0.353 0.140 0.427 0.0756
H 2.83682 -5.38419 -1.96034 -0.352 0.595 -0.606 0.0804
H 9.45295 -2.63284 5.66261 0.049 0.417 -0.284 0.0811
C -4.55060 -1.00121 0.59427 0.283 0.713 0.060 -0.1230
C 6.32126 8.04368 -2.42960 -0.021 -0.713 -1.197 -0.0985
P -3.64659 -3.20120 1.97145 -2.100 0.307 -1.387 0.5089
H 1.30034 -4.43020 6.93815 -0.182 -0.214 0.281 0.0907
O 0.46212 5.08413 -5.83670 0.838 -0.535 0.617 -0.0167
Cl 0.86819 -4.28127 -2.73444 0.106 -0.051 0.025 0.5375
H -8.73429 -2.26886 -2.77257 -0.334 -1.116 0.431 0.0814
H -5.50263 1.65680 1.54495 -0.683 0.091 0.716 0.0601
P 1.28874 -6.88172 4.38197 -1.420 -0.169 -0.040 0.4716
H -5.72875 -2.73747 -6.89106 0.178 0.108 -0.009 0.0868
C -4.31684 -0.78900 3.04900 0.666 -1.799 -0.137 -0.0927
H 2.69439 -5.19711 1.79352 0.516 2.465 -1.424 0.0210
H -5.02712 -1.07048 -6.89020 -0.411 -0.458 0.542 0.0919
H 2.17714 5.90056 -0.67822 -1.101 -1.698 -0.197 0.0411
H 4.48753 -6.01826 4.18662 -0.485 0.204 0.346 0.0873
H -5.27851 -3.98584 -0.33553 0.497 -0.163 -0.453 0.0529
H -4.62587 1.72393 -5.90021 -0.247 0.679 -0.774 0.0731
H -0.19126 -4.76546 3.08921 -0.137 0.492 0.616 0.0665
H 3.34488 5.68485 -7.36452 -1.215 0.360 0.352 0.1108
O -3.04301 -3.43040 3.26506 0.932 -0.446 1.957 -0.2735
H 9.13488 -3.09185 1.07186 -0.032 -0.028 -0.138 0.0849
H 0.25154 3.11771 -5.17742 0.146 0.522 0.291 0.1255
C -3.53170 4.13961 0.53956 -0.345 0.080 1.677 -0.1208
H -4.21591 1.65860 -4.19036 0.632 1.012 0.956 0.0491
H 4.72615 2.06288 -2.05344 0.138 0.707 0.505 0.0131
P -6.12514 4.02449 0.11144 -0.736 -0.251 1.150 0.4964
P -0.59958 1.07256 1.09647 -0.432 -1.109 0.362 0.5673
H 0.56840 -4.29327 5.41065 0.172 0.464 -1.337 0.0606
H -7.43860 -1.42882 -1.93450 1.006 -0.042 1.165 0.0518
N 1.16648 -6.24503 5.90744 0.524 -0.328 0.061 -0.3238
H -3.74417 -1.19433 3.91193 -0.624 0.065 -0.604 0.0890
H 3.37252 6.74136 0.20292 -0.045 0.427 0.310 0.0706
N -0.01366 -0.40283 1.72333 -0.279 0.842 -0.436 -0.3201
C 6.17790 6.17612 0.52711 0.769 -1.810 0.244 -0.0910
C 2.29947 5.95461 -7.03864 1.025 -1.813 0.007 0.0252
H -7.73090 0.54187 -4.95638 -0.582 -0.124 0.155 0.0450
H 5.77552 6.23784 1.54126 -0.454 0.259 -0.240 0.0873
C 5.51284 -1.28210 2.33616 0.238 -0.383 -0.337 -0.1302
H -2.24897 0.34931 -1.70070 -0.124 -0.802 0.345 0.0639
H 2.31165 6.78566 -6.37302 0.016 1.167 0.003 0.0650
H 7.17483 5.72015 0.65515 -0.068 0.322 0.028 0.0929
H 1.79564 -0.26507 0.62222 -0.251 -1.045 0.959 0.0735
H -8.08247 2.38296 -1.45539 0.480 -0.271 0.520 0.1013
N -4.01697 -1.56437 1.82788 0.162 -0.708 0.109 -0.2728
H -8.56483 -2.70255 -5.07057 -0.282 -1.488 -0.315 0.0791
H 1.63470 6.05852 -7.88618 -0.048 0.453 -0.094 0.0845
H -1.37206 1.66179 -2.34510 0.244 0.162 -0.546 0.0478
H -3.90825 6.72446 -0.56747 0.042 -0.826 -0.274 0.0887
C -6.03203 4.71412 2.79401 0.048 -1.204 -0.438 -0.0879
O -5.10808 -1.27729 -2.67297 -0.900 0.494 -0.508 -0.2912
H 4.64177 -0.61510 2.51375 0.503 -0.385 -0.216 0.0797
H -1.75362 -7.98420 2.59099 1.328 0.277 0.696 0.1029
H 5.72337 8.47153 -1.60318 0.321 -0.428 -0.595 0.0823
C -5.80757 2.33649 2.37097 0.087 0.674 -2.313 -0.1232
H -6.04642 5.72249 2.43928 -0.045 0.464 -0.935 0.0634
C 4.80593 4.08036 0.09511 0.347 -0.483 0.146 -0.0855
H 2.43497 2.20924 2.49368 -0.325 -0.036 -0.136 0.0882
N 7.79015 -2.93842 2.68294 0.876 0.152 -0.047 -0.3183
H -6.40314 -3.02434 0.45641 -0.283 0.825 0.820 0.0546
H -3.02513 -4.51842 -1.14525 0.191 -0.576 -0.088 0.0867
H -1.66894 -0.68548 2.91803 -1.283 0.559 0.050 0.0259
H -6.58553 -4.73869 0.48822 -0.549 -0.678 0.042 0.0704
C -5.56918 -4.84615 2.89360 -0.498 0.362 1.355 -0.1430
H -3.49813 -5.52722 0.24730 -0.510 0.442 0.175 0.0806
H -5.64273 -0.85633 0.64503 0.039 -0.529 -0.228 0.0748
H -6.64721 1.99703 2.96128 0.284 -0.556 0.456 0.0862
H -0.72963 -2.10394 2.83051 0.204 0.216 -0.376 0.0735
N 2.38504 -5.95733 3.63677 0.591 1.413 0.263 -0.3149
C -8.06144 -1.44037 -2.77276 -1.346 -0.050 -1.246 -0.0864
H 6.39416 -1.04265 6.51310 -0.122 -0.053 -0.568 0.1029
H -4.44745 2.32339 -1.68589 1.603 0.204 0.102 0.0336
H -3.94306 5.50649 -1.96417 0.863 0.054 -0.140 0.0569
H 2.11870 7.60881 -0.83255 0.526 -0.192 0.494 0.0948
C -1.00494 -7.94130 3.45450 -2.310 -0.080 0.099 -0.1458
N -2.81299 -3.54277 0.60249 0.496 0.736 0.219 -0.2918
H 1.06868 0.07524 -1.50520 0.084 0.466 -0.594 0.0849
H -4.89564 -4.28011 -4.95032 -0.358 0.718 0.133 0.0941
H -3.08600 4.86850 1.20977 0.206 0.484 0.194 0.0792
H -2.45909 2.00874 -1.04492 1.202 -1.393 0.052 0.0679
N 6.20736 6.59192 -2.58257 1.110 0.312 -0.070 -0.3261
H 1.63682 -6.61560 1.76704 1.843 0.591 0.609 0.1162
H -1.36749 -5.60196 2.21319 -0.367 -0.269 0.292 0.0607
C 8.17167 -2.63042 1.30736 0.623 0.822 0.553 -0.1094
H 5.74811 0.93445 3.94141 0.752 0.138 -0.540 0.0805
C -5.48351 2.35717 -1.84405 -0.824 -0.003 -1.286 -0.1289
H -3.40984 -3.40592 -4.79313 0.016 -0.149 0.704 0.0907
H -4.66603 -3.32532 -3.44263 0.504 -0.358 0.331 0.0554
C 8.47645 -2.64822 6.14158 1.317 0.519 -1.701 -0.1007
H 2.08534 -6.51651 7.79118 0.146 0.099 -0.073 0.0758
H 5.40076 3.64672 0.92496 -0.322 0.353 -0.326 0.0896
C 6.26675 -1.96302 5.90188 -1.035 1.342 0.006 -0.1316
Cl 4.83728 -0.87270 -4.27751 -0.012 -0.053 0.242 0.5728
C -4.96270 -2.08515 -6.43907 0.175 0.874 -2.015 -0.1517
H 8.51031 -1.90262 6.90454 -0.043 0.323 0.867 0.0828
H -2.72697 3.83721 -0.10001 0.261 -0.622 -0.568 0.0485
H 8.44293 -3.64081 6.47483 -0.744 -1.423 1.065 0.0678
P 5.04022 5.72482 -1.92161 -2.099 -2.245 -1.021 0.4764
H -5.71740 1.40249 -2.31611 -0.165 -0.212 0.253 0.0579